{
  "formula": "C6H8BrNO2",
  "method": "wB97M-V/def2-TZVPD",
  "e_tot_ev": -81977.84434,
  "gap_ev": [8.079, 8.078],
  "homo_ev": [-8.02, -8.02],
  "de_lowest_kj_mol": 134.1,
  "total_charge": 0,
  "symbols": ["C", "C", "C", "C", "C", "C", "N", "O", "O", "Br", "H", "H", "H", "H", "H", "H", "H", "H"],
  "xyz": [[0.881, -1.030, -0.728], [-1.034, -2.032, 0.334], [0.090, 0.272, -0.825], [-0.941, 0.388, 0.260], [1.059, 1.459, -0.902], [-0.529, 0.807, 1.633], [0.145, -2.136, -0.261], [2.019, -1.173, -1.075], [-1.857, -2.729, 0.819], [-2.654, 1.027, -0.291], [-0.426, 0.192, -1.792], [1.777, 1.289, -1.699], [1.606, 1.575, 0.029], [0.507, 2.372, -1.109], [-0.359, 1.886, 1.682], [0.390, 0.299, 1.923], [-1.307, 0.563, 2.355], [0.634, -3.028, -0.354]]
}

=====

{
  "formula": "C6H8Cl16",
  "method": "wB97M-V/def2-TZVPD",
  "smiles": "ClC(Cl)Cl.ClC(Cl)Cl.ClC(Cl)Cl.ClC(Cl)Cl.ClCCl.ClCCl",
  "e_tot_ev": -206709.50415,
  "gap_ev": 10.906,
  "homo_ev": -10.79,
  "de_lowest_kj_mol": 96.2,
  "total_charge": 0,
  "symbols": ["C", "Cl", "Cl", "Cl", "H", "C", "Cl", "Cl", "Cl", "H", "C", "Cl", "Cl", "Cl", "H", "C", "Cl", "Cl", "Cl", "H", "C", "Cl", "Cl", "H", "H", "C", "Cl", "Cl", "H", "H"],
  "xyz": [[5.137, -21.811, 16.090], [3.731, -20.870, 16.640], [4.723, -22.475, 14.582], [5.464, -23.196, 17.192], [5.927, -21.062, 16.024], [7.871, -21.881, 10.272], [8.768, -22.169, 8.809], [7.176, -20.250, 10.123], [9.014, -22.036, 11.623], [7.101, -22.650, 10.332], [12.611, -19.496, 16.208], [12.872, -19.254, 17.932], [14.136, -19.561, 15.395], [11.492, -18.289, 15.488], [12.211, -20.503, 16.093], [8.608, -19.821, 14.114], [8.271, -18.083, 14.426], [7.004, -20.460, 13.626], [9.385, -20.787, 15.438], [9.264, -19.905, 13.247], [8.807, -22.570, 18.427], [10.252, -21.914, 19.125], [7.641, -23.062, 19.653], [8.340, -21.811, 17.800], [9.101, -23.445, 17.846], [11.081, -16.843, 10.939], [10.551, -15.208, 10.578], [9.660, -17.945, 11.036], [11.812, -16.994, 10.144], [11.652, -16.810, 11.867]]
}

=====

{
  "formula": "C6H8Cl2N3O2",
  "method": "wB97M-V/def2-TZVPD",
  "e_tot_ev": -39953.85166,
  "gap_ev": [7.654, 7.656],
  "homo_ev": [-12.05, -12.05],
  "total_charge": 1,
  "symbols": ["C", "C", "C", "C", "C", "C", "N", "N", "N", "O", "O", "Cl", "Cl", "H", "H", "H", "H", "H", "H", "H", "H"],
  "xyz": [[0.743, 1.967, 0.122], [-1.255, 1.393, 1.035], [0.922, -3.431, -2.518], [0.830, 0.772, -0.773], [-1.237, 0.021, 0.328], [0.833, -0.995, 1.025], [-0.183, 2.202, 0.973], [-2.356, 1.826, 1.565], [0.125, -0.367, -0.138], [0.449, -2.538, -1.945], [1.360, -4.320, -3.132], [2.006, 3.147, -0.202], [0.166, 1.237, -2.331], [1.893, 0.428, -0.884], [-1.932, -0.736, 0.298], [0.737, -0.284, 1.785], [0.290, -2.011, 1.382], [1.883, -1.219, 0.840], [-3.072, 1.098, 1.673], [-2.392, 2.769, 1.924], [0.191, -0.960, -1.027]]
}

=====

{
  "formula": "C6H8ClN",
  "method": "wB97M-V/def2-TZVPD",
  "e_tot_ev": -20361.62455,
  "gap_ev": 10.526,
  "homo_ev": -9.51,
  "de_lowest_kj_mol": 189.5,
  "total_charge": 0,
  "symbols": ["C", "C", "C", "C", "C", "C", "H", "H", "H", "H", "H", "H", "H", "H", "N", "Cl"],
  "xyz": [[-0.744, -0.435, 0.446], [0.750, -0.655, 0.135], [-0.381, 0.844, -0.409], [0.514, 1.591, 0.552], [1.999, 1.661, 0.300], [1.408, 0.438, 0.945], [-0.988, -0.218, 1.509], [1.254, -1.666, 0.146], [0.251, -0.636, -1.831], [-1.198, 1.305, -0.923], [0.146, 2.256, 1.287], [2.440, 1.555, -0.677], [2.669, 2.365, 0.893], [1.707, 0.252, 1.947], [0.648, 0.047, -1.182], [-1.888, -1.542, -0.347]]
}

=====

{
  "formula": "C6H8ClN",
  "method": "wB97M-V/def2-TZVPD",
  "smiles": "N[C@@]12CC=C[C@@H]1[C@H]2Cl",
  "e_tot_ev": -20361.94002,
  "gap_ev": 9.476,
  "homo_ev": -8.48,
  "de_lowest_kj_mol": 159.0,
  "total_charge": 0,
  "symbols": ["C", "C", "C", "C", "C", "C", "H", "H", "H", "H", "H", "H", "H", "H", "N", "Cl"],
  "xyz": [[-0.430, 0.573, 0.005], [0.932, 0.696, -0.761], [1.737, -0.504, -0.369], [1.103, -1.245, 0.494], [-0.240, -0.715, 0.816], [-1.156, -0.643, -0.409], [-0.485, 2.154, 1.192], [-2.134, 1.328, 0.851], [1.383, 1.674, -0.526], [0.601, 0.738, -1.876], [2.679, -0.767, -0.956], [1.488, -2.200, 0.897], [-0.669, -0.960, 1.832], [-0.881, -1.206, -1.331], [-1.101, 1.671, 0.434], [-2.828, -0.594, -0.292]]
}

=====

{
  "formula": "C6H8ClN2O2",
  "method": "wB97M-V/def2-TZVPD",
  "e_tot_ev": -25947.38113,
  "gap_ev": 7.606,
  "homo_ev": -4.39,
  "de_lowest_kj_mol": 211.6,
  "total_charge": -1,
  "symbols": ["C", "C", "C", "C", "C", "C", "N", "N", "O", "O", "Cl", "H", "H", "H", "H", "H", "H", "H", "H"],
  "xyz": [[3.302, 0.185, -0.481], [1.476, -1.363, 0.627], [-1.187, -0.618, -0.627], [1.708, -0.124, -0.214], [-2.944, 0.923, 0.551], [-2.078, 0.569, -0.744], [0.215, -2.077, 0.565], [-0.677, -1.391, 0.113], [4.066, -0.742, -0.349], [3.480, 1.341, -0.798], [0.985, 1.336, 0.334], [2.196, -2.084, 0.426], [1.656, -1.055, 1.769], [1.357, -0.356, -1.187], [-2.311, 1.493, 1.278], [-3.567, 0.235, 1.057], [-3.551, 1.696, 0.185], [-1.390, 1.431, -0.941], [-2.737, 0.602, -1.565]]
}

=====

{
  "formula": "C6H8ClO6",
  "method": "wB97M-V/def2-TZVPD",
  "e_tot_ev": -31161.91098,
  "gap_ev": 7.740,
  "homo_ev": -4.77,
  "de_lowest_kj_mol": 44.6,
  "total_charge": -1,
  "symbols": ["Cl", "C", "C", "O", "C", "O", "O", "H", "H", "H", "H", "C", "C", "O", "C", "O", "O", "H", "H", "H", "H"],
  "xyz": [[2.820, 0.360, 0.614], [0.010, 1.422, -1.650], [0.883, 2.629, -2.042], [1.016, 2.449, -3.472], [0.102, 1.574, -3.913], [-0.055, 1.311, -5.067], [-0.603, 1.087, -2.898], [-0.730, 1.601, -0.880], [0.755, 0.710, -1.289], [1.911, 2.576, -1.693], [0.441, 3.614, -1.876], [-1.327, -1.552, 1.776], [-0.053, -1.172, 2.564], [0.419, -2.428, 3.004], [-0.581, -3.323, 2.990], [-0.538, -4.417, 3.438], [-1.678, -2.804, 2.373], [-1.146, -1.688, 0.714], [-2.059, -0.795, 2.055], [-0.240, -0.458, 3.370], [0.652, -0.694, 1.881]]
}

=====

{
  "formula": "C6H8ClP",
  "method": "wB97M-V/def2-TZVPD",
  "smiles": "ClP1CC=CC=CC1",
  "e_tot_ev": -28161.48275,
  "gap_ev": 9.233,
  "homo_ev": -8.54,
  "de_lowest_kj_mol": 0.0,
  "total_charge": 0,
  "symbols": ["C", "C", "C", "C", "C", "C", "P", "Cl", "H", "H", "H", "H", "H", "H", "H", "H"],
  "xyz": [[-0.614, -1.752, -0.173], [-1.548, -0.831, -0.463], [0.922, 1.472, 0.042], [-0.517, 1.545, 0.029], [0.636, -1.387, 0.387], [-1.496, 0.615, -0.148], [1.627, -0.068, -0.648], [3.297, -0.031, 0.359], [-0.821, -2.696, -0.666], [-2.528, -1.251, -0.810], [1.188, 2.418, -0.662], [1.262, 1.665, 1.078], [-0.836, 2.542, 0.056], [0.456, -1.056, 1.442], [1.388, -2.276, 0.318], [-2.414, 1.092, -0.142]]
}

=====

{
  "formula": "C6H8ClP",
  "method": "wB97M-V/def2-TZVPD",
  "e_tot_ev": -28157.92141,
  "gap_ev": [7.260, 7.261],
  "homo_ev": [-9.37, -9.37],
  "de_lowest_kj_mol": 343.6,
  "total_charge": 0,
  "symbols": ["C", "C", "C", "C", "C", "C", "P", "Cl", "H", "H", "H", "H", "H", "H", "H", "H"],
  "xyz": [[-0.592, 1.801, 0.292], [-2.010, 1.773, 0.115], [0.009, 0.610, 0.663], [-2.395, 0.491, 0.204], [1.461, 0.233, 0.729], [-0.772, -1.674, -0.716], [-1.253, -0.655, 0.871], [-5.019, -0.295, 0.049], [0.101, 2.612, -0.029], [-2.716, 2.704, -0.094], [1.505, -0.875, 0.583], [1.912, 0.213, 1.855], [2.135, 0.807, 0.040], [-0.421, -0.801, -1.322], [-1.686, -2.048, -1.014], [0.096, -2.387, -0.427]]
}

=====

{
  "formula": "C6H8CrO6",
  "method": "wB97M-V/def2-TZVPD",
  "e_tot_ev": -47050.23474,
  "gap_ev": [8.023, 9.236],
  "homo_ev": [-12.90, -14.03],
  "spin_multiplicity": 6,
  "de_lowest_kj_mol": 0.0,
  "total_charge": 1,
  "symbols": ["O", "C", "O", "O", "C", "H", "H", "C", "H", "H", "O", "C", "C", "O", "O", "C", "H", "H", "H", "H", "Cr"],
  "xyz": [[2.262, -0.142, -0.097], [3.366, -0.476, 0.711], [4.070, -1.417, 0.442], [3.401, 0.377, 1.658], [1.826, -0.994, -1.164], [2.666, -1.072, -1.877], [1.632, -2.001, -0.766], [0.620, -0.410, -1.789], [0.713, 0.449, -2.456], [-0.303, -0.990, -1.792], [-1.202, 0.429, 1.468], [-0.954, 1.299, 0.527], [-2.507, -0.157, 1.270], [0.138, 1.854, 0.383], [-1.932, 1.459, -0.317], [-3.017, 0.563, 0.012], [-3.106, 0.044, 2.163], [-2.375, -1.234, 1.132], [-3.913, 1.165, 0.187], [-3.165, -0.107, -0.840], [1.781, 1.363, 1.144]]
}

=====

{
  "formula": "C6H8CsLiO6",
  "method": "wB97M-V/def2-TZVPD",
  "e_tot_ev": -19382.07693,
  "gap_ev": 6.134,
  "homo_ev": -6.29,
  "de_lowest_kj_mol": 731.9,
  "total_charge": 0,
  "symbols": ["O", "C", "C", "O", "O", "C", "H", "H", "H", "H", "O", "C", "C", "O", "O", "C", "H", "H", "H", "H", "Cs", "Li"],
  "xyz": [[3.116, -0.202, -0.702], [2.093, -0.847, -0.159], [3.268, 1.117, -0.155], [1.843, -2.004, -0.449], [1.386, -0.074, 0.621], [1.836, 1.574, 0.145], [3.730, 1.745, -0.922], [3.836, 1.040, 0.779], [1.404, 1.922, -0.800], [1.906, 2.279, 0.981], [-2.173, 0.715, 0.359], [-1.337, 1.618, -0.307], [-2.889, -0.227, -0.436], [-0.419, 1.991, 0.464], [-1.293, -1.818, 0.394], [-2.638, -1.617, 0.148], [-2.477, -0.181, -1.456], [-3.962, 0.021, -0.453], [-3.072, -2.359, -0.551], [-3.241, -1.731, 1.073], [-0.989, -0.254, 1.684], [0.073, -2.708, -0.257]]
}

=====

{
  "formula": "C6H8CuLiO6",
  "method": "wB97M-V/def2-TZVPD",
  "e_tot_ev": -63478.00617,
  "gap_ev": 4.696,
  "homo_ev": -6.86,
  "de_lowest_kj_mol": 269.0,
  "total_charge": 0,
  "symbols": ["O", "C", "C", "O", "O", "C", "H", "H", "H", "H", "O", "C", "C", "O", "O", "C", "H", "H", "H", "H", "Li", "Cu"],
  "xyz": [[1.993, -0.920, 0.759], [1.104, 0.033, 1.093], [2.593, -0.742, -0.545], [0.129, -0.005, 0.106], [2.337, 1.432, 0.320], [3.121, 0.699, -0.566], [1.840, -0.884, -1.331], [3.403, -1.478, -0.617], [3.142, 1.033, -1.622], [4.170, 0.706, -0.212], [-1.763, -0.048, 1.451], [-1.119, 0.613, 0.406], [-2.324, -1.232, 0.918], [-1.021, 1.905, 0.574], [-1.942, 0.336, -0.746], [-2.760, -0.801, -0.490], [-3.159, -1.543, 1.553], [-1.570, -2.032, 0.882], [-3.814, -0.496, -0.525], [-2.574, -1.575, -1.245], [0.805, 2.403, 0.667], [-2.591, 2.596, -0.831]]
}